Formula: C90H197N11O8
Source: OMol25
Level of theory: the ωB97M-V functional and the def2-TZVPD basis

The geometry in ORCA input format:
```
! wB97M-V def2-TZVPD RIJCOSX def2/J DEFGRID3
* xyz 0 1
C -3.872 -0.535 -3.326
C -2.988 0.625 -3.788
C -3.619 1.790 -3.014
O -4.005 1.276 -1.738
C -4.153 -0.158 -1.840
H -3.384 -1.482 -3.320
H -4.841 -0.489 -3.898
H -2.853 0.777 -4.885
H -1.955 0.468 -3.460
H -4.447 2.305 -3.578
H -2.915 2.601 -2.777
H -5.182 -0.430 -1.542
H -3.444 -0.597 -1.157
C 3.218 4.240 1.909
C 2.647 2.895 1.550
C 2.566 2.266 2.894
O 3.833 2.653 3.545
C 4.197 3.918 2.918
H 2.378 4.808 2.323
H 3.619 4.876 1.142
H 3.311 2.313 0.908
H 1.769 3.063 0.943
H 2.490 1.156 2.914
H 1.766 2.697 3.477
H 5.157 3.762 2.498
H 4.255 4.678 3.661
C -4.323 0.297 1.850
C -4.462 -1.202 2.035
C -5.905 -1.271 2.455
O -6.592 -0.363 1.578
C -5.690 0.742 1.374
H -3.511 0.588 1.191
H -4.125 0.822 2.813
H -3.778 -1.581 2.793
H -4.307 -1.790 1.111
H -5.919 -0.949 3.552
H -6.447 -2.198 2.408
H -6.050 1.643 1.876
H -5.724 0.897 0.284
C -2.041 -4.306 -6.296
C -1.038 -4.968 -5.316
C -1.445 -4.345 -3.981
O -2.807 -3.912 -4.153
C -2.806 -3.294 -5.433
H -2.708 -5.045 -6.754
H -1.561 -3.867 -7.161
H -0.004 -4.751 -5.594
H -1.103 -6.021 -5.260
H -0.753 -3.565 -3.643
H -1.346 -5.133 -3.176
H -2.236 -2.313 -5.414
H -3.834 -3.096 -5.712
C 0.182 -6.769 -0.919
C 1.034 -5.575 -0.579
C 1.672 -5.206 -1.903
O 1.247 -6.111 -2.887
C 0.849 -7.326 -2.157
H -0.841 -6.462 -1.114
H 0.197 -7.517 -0.043
H 1.824 -5.798 0.101
H 0.506 -4.719 -0.181
H 2.751 -5.171 -1.838
H 1.359 -4.204 -2.291
H 1.808 -7.769 -1.913
H 0.320 -8.014 -2.822
C -3.254 5.155 0.771
C -2.314 3.936 0.749
C -1.018 4.533 1.332
O -1.384 5.745 2.054
C -2.838 5.843 2.049
H -4.320 4.864 0.726
H -3.076 5.754 -0.120
H -2.152 3.479 -0.257
H -2.722 3.195 1.431
H -0.243 4.822 0.633
H -0.569 3.792 2.006
H -3.090 6.909 2.131
H -3.270 5.326 2.923
C -6.733 -3.061 -1.723
C -5.690 -3.892 -2.520
C -4.523 -3.832 -1.599
O -5.027 -3.881 -0.246
C -6.354 -3.352 -0.260
H -7.730 -3.429 -1.999
H -6.589 -2.009 -1.943
H -5.402 -3.573 -3.496
H -6.133 -4.885 -2.693
H -4.012 -2.866 -1.784
H -3.871 -4.681 -1.677
H -6.432 -2.442 0.321
H -7.061 -4.066 0.142
C -4.962 -6.159 2.325
C -6.406 -6.637 2.509
C -7.063 -5.469 3.203
O -6.029 -4.828 3.953
C -4.779 -4.999 3.301
H -4.860 -5.823 1.302
H -4.241 -6.969 2.477
H -6.477 -7.500 3.171
H -6.891 -6.839 1.576
H -7.831 -5.763 3.880
H -7.430 -4.753 2.429
H -4.033 -5.248 4.066
H -4.504 -4.075 2.820
C 6.578 1.748 -2.478
C 5.162 1.766 -1.989
C 4.592 3.143 -1.710
C 5.473 3.914 -0.823
N 6.114 4.405 -0.029
H 6.647 2.313 -3.417
H 6.987 0.750 -2.686
H 7.271 2.215 -1.770
H 5.179 1.110 -1.129
H 4.585 1.233 -2.786
H 3.609 3.045 -1.280
H 4.508 3.737 -2.659
C -4.460 -7.497 -3.062
C -3.152 -8.106 -2.619
C -3.254 -8.993 -1.430
C -1.975 -9.521 -0.983
N -1.049 -10.062 -0.611
H -5.085 -8.264 -3.438
H -4.264 -6.757 -3.786
H -4.960 -6.987 -2.224
H -2.425 -7.336 -2.371
H -2.640 -8.665 -3.415
H -3.930 -9.826 -1.687
H -3.686 -8.509 -0.565
C 4.732 0.419 8.350
C 4.458 1.642 7.423
C 4.180 1.171 6.003
C 2.813 0.641 5.946
N 1.695 0.289 6.060
H 3.817 -0.219 8.294
H 4.877 0.701 9.398
H 5.614 -0.122 8.044
H 5.408 2.104 7.328
H 3.685 2.336 7.788
H 4.887 0.402 5.635
H 4.264 2.047 5.328
C -2.766 -0.760 5.032
C -1.598 -0.699 6.033
C -1.446 0.709 6.594
C -1.302 1.655 5.497
N -1.328 2.412 4.636
H -3.727 -0.422 5.396
H -2.846 -1.786 4.713
H -2.529 -0.140 4.184
H -0.742 -1.065 5.504
H -1.841 -1.374 6.859
H -0.659 0.687 7.309
H -2.319 0.993 7.178
C -0.332 0.337 2.244
C 0.609 -0.168 1.166
N 0.002 -0.644 -0.089
C -0.587 0.382 -0.869
C 0.300 1.577 -1.227
C -0.950 -1.738 0.031
C -1.067 -2.582 -1.213
H -0.760 1.322 1.929
H 0.302 0.487 3.182
H -1.132 -0.320 2.528
H 1.326 0.584 0.856
H 1.225 -1.008 1.521
H -0.906 -0.015 -1.825
H -1.523 0.788 -0.429
H 0.409 2.292 -0.451
H 1.320 1.369 -1.570
H -0.169 2.083 -2.109
H -1.922 -1.413 0.462
H -0.548 -2.421 0.797
H -1.772 -2.199 -1.962
H -1.458 -3.551 -0.935
H -0.126 -2.750 -1.741
C -1.445 5.298 -2.954
C -2.137 6.555 -3.201
N -2.145 6.949 -4.602
C -3.050 6.144 -5.408
C -2.496 5.964 -6.789
C -2.302 8.408 -4.788
C -0.986 9.272 -4.681
H -1.449 5.043 -1.845
H -0.448 5.409 -3.323
H -1.864 4.430 -3.464
H -3.128 6.553 -2.746
H -1.702 7.391 -2.687
H -3.298 5.199 -4.954
H -4.034 6.616 -5.497
H -1.623 5.338 -6.802
H -3.236 5.511 -7.449
H -2.181 6.890 -7.241
H -3.065 8.774 -4.139
H -2.687 8.645 -5.793
H -0.423 8.931 -3.826
H -1.363 10.312 -4.622
H -0.354 9.205 -5.554
C 4.268 3.086 -5.429
C 3.741 4.470 -5.145
N 2.928 4.578 -3.924
C 1.948 3.616 -3.615
C 0.939 3.301 -4.730
C 2.508 5.951 -3.717
C 2.251 6.348 -2.280
H 3.547 2.395 -5.898
H 4.688 2.620 -4.549
H 5.064 3.076 -6.170
H 4.659 5.064 -4.950
H 3.288 4.912 -6.028
H 2.419 2.686 -3.364
H 1.479 3.930 -2.714
H 0.448 4.214 -5.057
H 1.564 2.826 -5.445
H 0.243 2.528 -4.366
H 1.676 6.244 -4.391
H 3.323 6.541 -4.156
H 3.081 6.013 -1.627
H 1.319 5.936 -1.928
H 2.077 7.406 -2.150
C 7.335 -1.543 -0.366
C 5.891 -2.021 -0.372
N 5.210 -2.137 0.877
C 3.979 -2.912 0.798
C 2.955 -2.432 -0.227
C 5.083 -0.937 1.659
C 4.443 -1.085 3.041
H 7.325 -0.544 0.059
H 7.669 -1.459 -1.397
H 7.931 -2.170 0.266
H 5.378 -1.313 -1.084
H 5.954 -2.996 -0.909
H 4.231 -3.965 0.680
H 3.551 -2.908 1.783
H 3.416 -2.488 -1.221
H 1.995 -2.987 -0.197
H 2.735 -1.401 0.002
H 4.588 -0.139 1.076
H 6.112 -0.576 1.851
H 4.652 -0.138 3.515
H 4.824 -1.964 3.587
H 3.333 -1.226 2.937
C 1.104 -2.810 3.827
C 0.414 -3.991 4.520
N 0.313 -5.223 3.746
C -0.269 -4.878 2.445
C -1.606 -4.159 2.529
C 1.619 -5.936 3.579
C 2.465 -6.153 4.809
H 1.997 -3.173 3.334
H 1.464 -2.025 4.526
H 0.493 -2.322 3.089
H 0.966 -4.256 5.405
H -0.569 -3.633 4.888
H 0.403 -4.294 1.792
H -0.469 -5.797 1.904
H -2.157 -4.659 3.336
H -1.583 -3.088 2.808
H -2.085 -4.313 1.604
H 2.250 -5.430 2.810
H 1.309 -6.950 3.244
H 2.900 -5.193 5.185
H 3.315 -6.809 4.516
H 1.799 -6.646 5.537
C -1.577 7.104 6.343
C -0.504 6.295 5.715
N 0.803 6.543 6.275
C 1.221 7.930 6.022
C 2.565 8.241 6.540
C 1.833 5.608 5.790
C 1.515 4.218 6.029
H -1.494 7.058 7.447
H -2.583 6.815 6.018
H -1.473 8.174 6.032
H -0.683 5.221 5.955
H -0.493 6.390 4.598
H 1.152 8.128 4.918
H 0.511 8.559 6.526
H 2.639 7.882 7.597
H 3.360 7.770 5.969
H 2.683 9.344 6.430
H 2.722 5.851 6.325
H 2.086 5.880 4.724
H 2.414 3.651 5.727
H 0.703 3.785 5.487
H 1.393 4.048 7.090
C 4.143 -3.692 -4.623
C 3.288 -2.992 -5.667
N 2.686 -1.770 -5.260
C 3.672 -0.894 -4.695
C 4.758 -0.438 -5.604
C 1.602 -1.961 -4.299
C 0.608 -0.788 -4.319
H 4.993 -3.024 -4.477
H 4.392 -4.628 -5.027
H 3.573 -3.860 -3.659
H 3.893 -2.831 -6.576
H 2.445 -3.615 -6.026
H 3.214 0.012 -4.326
H 4.082 -1.374 -3.778
H 4.350 0.100 -6.470
H 5.256 0.333 -5.032
H 5.496 -1.153 -5.897
H 2.006 -2.086 -3.284
H 1.036 -2.873 -4.543
H -0.171 -0.976 -3.545
H 0.068 -0.712 -5.247
H 1.087 0.168 -4.081
*
```

Values from the calculation:
LUMO level = 0.50 eV
relative energy (zero: lowest compared OMol25 entry of this formula, charge and spin) = 0.000 eV
HOMO-LUMO gap = 8.5 eV
DFT total energy = -129288.8269 eV

Results of the Löwdin charge analysis, in e, for atoms 1 through 99: -0.1432 -0.1588 -0.1992 -0.1532 -0.1799 0.0585 0.1384 0.1267 0.0716 0.1303 0.0903 0.1071 0.0834 -0.1863 -0.1747 -0.1700 -0.1757 -0.1935 0.1177 0.1031 0.1058 0.0876 0.1056 0.1040 0.0993 0.1109 -0.1696 -0.1798 -0.2112 -0.1387 -0.1790 0.0881 0.1158 0.0750 0.1037 0.1435 0.0988 0.1188 0.1040 -0.1412 -0.1335 -0.2006 -0.1608 -0.2010 0.1083 0.1013 0.0982 0.0902 0.0781 0.1204 0.1278 0.1177 -0.1769 -0.1839 -0.2434 -0.1518 -0.1517 0.0868 0.1330 0.1024 0.0666 0.1068 0.0944 0.1196 0.1177 -0.1701 -0.1601 -0.1925 -0.1584 -0.1908 0.1197 0.0935 0.1003 0.0961 0.0985 0.0889 0.1218 0.1209 -0.1196 -0.1599 -0.2042 -0.1484 -0.1836 0.1154 0.0886 0.0921 0.1088 0.0961 0.1058 0.0839 0.1072 -0.1499 -0.1600 -0.1988 -0.1386 -0.2039 0.0824 0.1111 0.1114